The following is a quantum chemistry calculation of a structure of composition C54H36AsN4ORuS6, from the Open Molecules 2025 dataset.

```
103
Properties=species:S:1:pos:R:3:forces:R:3
Ru -0.896 1.203 0.343 -0.9 0.9 0.9
S -5.275 4.927 -0.455 0.1 0.1 -0.1
C -6.719 5.818 -0.355 -0.1 0.1 0.0
C -7.649 5.199 0.425 0.1 -0.1 0.0
C -7.168 3.971 0.950 -0.2 0.1 0.0
C -5.893 3.686 0.554 0.2 -0.4 0.1
C -5.076 2.512 0.917 0.0 0.4 -0.2
C -3.712 2.461 0.551 -0.1 -0.1 0.0
N -2.930 1.459 0.881 -0.2 -0.3 0.0
C -3.431 0.442 1.619 0.5 -0.3 0.1
C -4.771 0.364 1.971 -0.4 0.1 0.0
C -5.241 -0.800 2.679 0.1 0.1 -0.1
C -4.397 -1.801 3.003 0.1 0.0 0.0
C -2.994 -1.714 2.690 0.1 -0.4 0.2
C -2.061 -2.723 2.997 -0.2 0.1 0.0
C -0.731 -2.547 2.692 0.3 -0.1 0.0
C -0.344 -1.313 2.123 0.0 0.0 0.1
N -1.198 -0.369 1.789 0.1 -0.4 -0.3
C -2.514 -0.582 2.044 -0.2 0.7 -0.3
C 0.269 -3.619 2.879 -0.4 0.3 -0.1
C 0.032 -4.955 3.026 0.1 -0.2 0.0
C 1.226 -5.726 3.084 -0.1 0.1 0.0
C 2.340 -4.951 2.972 0.0 -0.1 0.0
S 1.952 -3.302 2.802 0.1 0.1 0.0
C -5.598 1.443 1.604 0.0 -0.3 0.1
H -6.809 6.756 -0.879 0.0 0.0 0.0
H -8.632 5.600 0.621 0.0 0.0 0.0
H -7.752 3.333 1.599 0.0 0.0 0.0
H -3.247 3.233 -0.049 0.0 0.0 0.0
H -6.291 -0.862 2.933 0.0 0.0 0.0
H -4.758 -2.682 3.518 0.0 0.0 0.0
H -2.405 -3.635 3.470 0.0 0.0 0.0
H 0.697 -1.104 1.909 0.0 -0.1 -0.1
H -0.958 -5.385 3.065 0.0 0.0 0.0
H 1.251 -6.799 3.195 0.0 0.0 0.0
H 3.373 -5.260 2.981 0.0 0.0 0.0
H -6.647 1.413 1.869 0.0 0.0 0.0
S -1.119 2.726 -1.464 0.3 0.1 -0.1
C -1.721 1.442 -2.425 -0.1 -0.3 0.0
S -2.003 0.032 -1.437 0.6 0.1 -0.2
C -1.951 1.498 -3.777 -0.1 0.0 -0.3
C -1.633 2.674 -4.528 -0.1 -0.2 0.2
N -1.364 3.618 -5.130 0.0 0.1 0.0
C -2.518 0.390 -4.480 0.2 0.2 0.2
N -2.976 -0.503 -5.045 0.0 -0.1 0.0
S -0.972 3.080 1.782 0.3 0.1 0.4
C 0.601 3.836 1.975 -0.1 0.2 0.0
C 0.694 5.043 2.684 -0.1 -0.1 0.0
C 1.928 5.590 2.969 0.1 0.0 0.0
C 3.104 4.954 2.567 -0.1 0.0 0.0
C 3.019 3.780 1.843 -0.1 0.0 0.0
C 1.771 3.246 1.522 0.1 0.0 0.0
As 1.542 1.692 0.428 0.0 -0.2 -0.9
C 3.062 0.673 1.064 -0.1 -0.2 0.1
C 3.018 0.124 2.342 0.1 0.0 0.0
C 4.123 -0.534 2.862 0.0 0.0 0.0
C 5.285 -0.634 2.109 0.0 0.0 0.0
C 5.339 -0.073 0.842 0.0 0.0 -0.1
C 4.228 0.575 0.314 0.0 -0.1 0.0
C 2.143 2.248 -1.338 0.0 0.0 0.0
C 2.826 3.437 -1.550 0.0 0.0 -0.1
C 3.127 3.844 -2.846 0.0 0.0 0.0
C 2.743 3.068 -3.928 0.0 0.0 0.0
C 2.073 1.869 -3.715 0.0 0.0 0.0
C 1.771 1.462 -2.427 0.0 -0.1 0.1
H -0.213 5.529 3.021 0.0 0.0 0.0
H 1.982 6.520 3.521 0.0 0.0 0.0
H 4.069 5.372 2.817 0.0 0.0 0.0
H 3.924 3.276 1.524 0.0 0.0 0.0
H 2.127 0.234 2.953 0.0 0.0 0.0
H 4.080 -0.959 3.856 0.0 0.0 0.0
H 6.152 -1.139 2.516 0.0 0.0 0.0
H 6.249 -0.134 0.259 0.0 0.0 0.0
H 4.273 1.010 -0.677 0.0 0.0 0.0
H 3.108 4.071 -0.721 0.0 0.0 0.0
H 3.646 4.780 -3.005 0.0 0.0 0.0
H 2.942 3.405 -4.937 0.0 0.0 0.0
H 1.754 1.268 -4.557 0.0 0.0 0.0
H 1.219 0.542 -2.263 0.0 0.0 0.0
O 0.990 -1.126 -0.663 0.3 -0.7 0.1
S 0.564 -2.564 -0.799 -0.4 0.5 0.2
C 2.034 -3.580 -0.820 0.0 0.0 0.0
C 1.930 -4.934 -1.123 0.0 0.0 0.1
C 3.068 -5.720 -1.076 0.0 0.0 0.0
C 4.291 -5.158 -0.722 0.0 0.0 0.0
C 4.374 -3.811 -0.410 0.0 0.1 0.0
C 3.236 -3.011 -0.454 0.1 -0.1 0.0
C 0.054 -2.824 -2.475 0.1 0.0 -0.2
C 0.845 -2.353 -3.518 -0.1 0.0 0.1
C 0.417 -2.551 -4.816 -0.1 0.0 -0.1
C -0.778 -3.223 -5.063 0.0 0.1 0.0
C -1.553 -3.689 -4.017 0.0 0.0 0.1
C -1.140 -3.481 -2.705 0.0 0.0 -0.1
H 0.976 -5.364 -1.400 0.0 0.0 0.0
H 3.004 -6.771 -1.323 0.0 0.0 0.0
H 5.180 -5.776 -0.695 0.0 0.0 0.0
H 5.321 -3.373 -0.127 0.0 0.0 0.0
H 3.272 -1.958 -0.214 0.0 0.1 0.0
H 1.771 -1.832 -3.306 0.0 0.0 0.0
H 1.003 -2.171 -5.643 0.0 0.0 0.0
H -1.116 -3.354 -6.082 0.0 0.0 0.0
H -2.490 -4.191 -4.216 0.0 0.0 0.0
H -1.748 -3.809 -1.871 0.0 0.0 0.0
```
Forces are in eV/Å.

Properties
**Spin multiplicity**: 2
**LUMO energy (spin up / spin down)**: -1.0 / -1.0 eV
**Highest occupied orbital energy (spin up / spin down)**: -7.18 / -7.13 eV
**Energy above the lowest of the compared OMol25 structures with the same formula, charge and spin**: 99.5 kJ/mol

Löwdin population analysis, charges in e, atoms 1 to 4: Ru 0.50; S 1.09; C -0.41; C -0.18

The following is a quantum chemistry calculation of a structure of composition C54H37CrF10O3PS3, from the Open Molecules 2025 dataset.

```
109
Properties=species:S:1:pos:R:3:forces:R:3
Cr 0.697 1.938 -1.120 0.1 -0.2 0.1
C 0.832 2.617 7.490 0.0 0.0 0.0
C 0.727 2.159 6.062 0.0 0.0 0.0
C 1.786 2.353 5.174 0.0 0.0 0.0
C 1.689 1.966 3.850 0.0 0.0 0.0
C 0.517 1.367 3.411 0.0 0.1 0.0
C -0.561 1.188 4.263 0.0 0.0 0.0
C -0.444 1.575 5.589 0.0 0.0 0.0
S 0.329 0.847 1.724 0.0 0.1 0.0
O 1.271 1.734 0.930 -0.1 -0.1 -0.1
C 1.179 -0.731 1.806 0.0 0.0 0.0
C 2.589 -0.738 1.881 0.0 0.0 0.0
C 3.249 -1.926 1.889 0.0 0.0 0.0
C 2.540 -3.152 1.795 0.0 0.0 0.0
C 3.219 -4.393 1.756 0.0 0.0 0.0
C 2.525 -5.564 1.654 0.0 0.0 0.0
C 1.115 -5.550 1.583 0.0 0.0 0.0
C 0.433 -4.367 1.616 0.0 0.0 0.0
C 1.129 -3.138 1.720 0.0 0.0 0.0
C 0.446 -1.886 1.738 0.0 0.0 0.0
C -1.046 -1.851 1.738 0.0 -0.1 0.0
C -1.737 -2.015 2.979 0.0 0.0 0.0
C -1.049 -2.270 4.192 0.0 0.0 0.0
C -1.734 -2.391 5.367 0.0 0.0 0.0
C -3.138 -2.261 5.393 0.0 0.0 0.0
C -3.827 -2.019 4.238 0.0 0.0 0.0
C -3.146 -1.894 3.004 0.0 0.0 0.0
C -3.844 -1.637 1.795 0.0 0.0 0.0
C -3.176 -1.515 0.619 0.0 0.0 0.0
C -1.767 -1.635 0.595 0.0 0.0 0.0
S -0.848 -1.337 -0.922 0.0 0.0 0.0
O -1.096 0.113 -1.233 0.0 0.1 0.0
C -1.884 -2.271 -2.034 0.0 0.0 0.0
C -1.592 -3.608 -2.249 0.0 0.0 0.0
C -2.381 -4.338 -3.124 -0.1 0.0 0.0
C -3.449 -3.745 -3.793 0.0 0.0 0.0
C -4.301 -4.536 -4.747 0.0 0.0 0.0
C -3.711 -2.395 -3.566 0.0 0.1 0.0
C -2.931 -1.653 -2.695 0.0 0.0 -0.1
H 1.868 2.633 7.825 0.0 0.0 0.0
H 0.264 1.968 8.157 0.0 0.0 0.0
H 0.434 3.628 7.597 0.0 0.0 0.0
H 2.696 2.822 5.528 0.0 0.0 0.0
H 2.498 2.148 3.155 0.0 0.0 0.0
H -1.483 0.754 3.895 0.0 0.0 0.0
H -1.280 1.429 6.262 0.0 0.0 0.0
H 3.124 0.202 1.892 0.0 0.0 0.0
H 4.331 -1.953 1.939 0.0 0.0 0.0
H 4.301 -4.393 1.800 0.0 0.0 0.0
H 3.053 -6.508 1.623 0.0 0.0 0.0
H 0.574 -6.483 1.502 0.0 0.0 0.0
H -0.649 -4.360 1.560 0.0 0.0 0.0
H 0.030 -2.357 4.181 0.0 0.0 0.0
H -1.196 -2.581 6.287 0.0 0.0 0.0
H -3.668 -2.356 6.331 0.0 0.0 0.0
H -4.905 -1.920 4.249 0.0 0.0 0.0
H -4.923 -1.541 1.827 0.0 0.0 0.0
H -3.710 -1.323 -0.302 0.0 0.0 0.0
H -0.751 -4.072 -1.745 0.0 0.0 0.0
H -2.156 -5.383 -3.301 0.0 0.0 0.0
H -3.902 -5.538 -4.896 0.0 0.0 0.0
H -4.358 -4.046 -5.719 0.0 0.0 0.0
H -5.321 -4.632 -4.370 0.0 0.0 0.0
H -4.532 -1.917 -4.088 0.0 0.0 0.0
H -3.113 -0.600 -2.524 0.0 0.0 0.0
F -0.871 8.724 -1.126 0.0 0.0 0.0
C -0.804 7.392 -0.985 0.0 0.0 0.0
C -1.892 6.678 -0.512 0.0 0.0 0.0
F -3.017 7.330 -0.193 0.0 0.0 0.0
C -1.827 5.306 -0.371 0.0 0.0 0.0
F -2.908 4.653 0.085 0.0 0.0 0.0
C -0.672 4.569 -0.685 0.0 0.0 0.0
O -0.627 3.279 -0.543 -0.1 0.0 0.0
C 0.403 5.333 -1.163 0.1 0.0 0.0
F 1.548 4.688 -1.487 -0.1 0.1 0.0
C 0.350 6.705 -1.312 0.1 0.0 0.0
F 1.416 7.370 -1.773 0.0 0.0 0.0
F 7.217 1.032 1.269 -0.1 0.0 0.0
C 6.091 0.848 0.570 0.1 0.0 0.0
C 5.774 -0.399 0.065 0.0 0.0 0.0
F 6.591 -1.435 0.298 0.0 0.0 0.0
C 4.611 -0.580 -0.660 0.0 0.0 0.0
F 4.350 -1.815 -1.106 0.0 0.0 0.0
C 3.707 0.453 -0.902 0.0 0.1 0.0
S 2.225 0.160 -1.774 0.0 0.0 -0.1
C 4.076 1.700 -0.401 0.0 0.1 0.0
F 3.301 2.773 -0.633 0.1 -0.1 0.0
C 5.234 1.907 0.326 0.0 0.1 0.0
F 5.537 3.125 0.787 0.0 -0.1 0.0
C 0.503 3.610 -4.439 0.0 0.0 0.0
P -0.189 2.239 -3.451 0.1 0.0 0.0
C -1.960 2.646 -3.390 0.0 0.0 0.0
C -0.076 0.835 -4.603 0.0 0.0 0.0
C 1.191 0.366 -4.952 0.0 0.0 0.0
C 1.332 -0.715 -5.807 0.0 0.0 0.0
C 0.208 -1.350 -6.319 0.0 0.0 0.0
C -1.054 -0.893 -5.976 0.0 0.0 0.0
C -1.196 0.195 -5.125 0.0 0.0 0.0
H 1.578 3.474 -4.554 0.0 0.0 0.0
H 0.338 4.546 -3.904 0.0 0.0 0.0
H 0.036 3.663 -5.423 0.0 0.0 0.0
H -2.390 2.760 -4.386 0.0 0.0 0.0
H -2.072 3.578 -2.837 0.0 0.0 0.0
H -2.487 1.872 -2.832 0.0 0.0 0.0
H 2.073 0.831 -4.530 0.0 0.0 0.0
H 2.322 -1.071 -6.061 0.0 0.0 0.0
H 0.319 -2.200 -6.980 0.0 0.0 0.0
H -1.936 -1.386 -6.368 0.0 0.0 0.0
H -2.190 0.540 -4.873 0.0 0.0 0.0
```
Forces are in eV/Å.

Properties
**Spin multiplicity**: 5
**LUMO energy (spin up / spin down)**: -0.3 / -0.4 eV
**Highest occupied orbital energy (spin up / spin down)**: -7.24 / -7.50 eV

Löwdin population analysis, charges in e, atoms 1 to 4: Cr 0.41; C -0.05; C -0.26; C -0.02